# 1
{"formula": "C12H11N3O4S2", "method": "ωB97M-V/def2-TZVPD", "species": ["O", "C", "N", "C", "S", "N", "C", "C", "C", "S", "C", "O", "C", "C", "C", "C", "C", "N", "O", "O", "C", "H", "H", "H", "H", "H", "H", "H", "H", "H", "H", "H"], "coordinates": [[3.632973, 2.096965, 0.500849], [2.560454, 1.619615, 0.215980], [1.513060, 2.445060, -0.146829], [0.176706, 2.187985, -0.393136], [-0.621876, 3.065928, -1.529289], [-0.438820, 1.258061, 0.363212], [-1.676321, 0.646722, -0.047315], [-2.945922, 1.411669, 0.317916], [-4.073266, 0.420643, 0.094165], [-3.466464, -1.178845, 0.755229], [-1.792787, -0.723646, 0.606211], [-0.856393, -1.374852, 0.990805], [2.318668, 0.147654, 0.196257], [2.948681, -0.644895, 1.155507], [2.772671, -2.018060, 1.163191], [1.951780, -2.618400, 0.225401], [1.335268, -1.825026, -0.732217], [0.396696, -2.417620, -1.651518], [-0.422990, -1.672561, -2.150255], [0.464038, -3.607591, -1.846294], [1.536442, -0.454312, -0.780614], [1.806415, 3.389535, -0.378017], [0.100748, 0.727533, 1.037589], [-1.657531, 0.489332, -1.138953], [-3.064100, 2.295097, -0.308038], [-2.900037, 1.720471, 1.364061], [-4.988241, 0.677942, 0.621024], [-4.285628, 0.282433, -0.965592], [3.571774, -0.162451, 1.893381], [3.261840, -2.618973, 1.913396], [1.762743, -3.680600, 0.230785], [1.079428, 0.115173, -1.576894]], "atomic_forces_ev_per_a": [[0.06, -0.01, 0.05], [0.04, -0.19, 0.08], [0.20, 0.39, 0.13], [-0.56, 0.01, 0.15], [-0.06, 0.27, -0.42], [0.46, -0.04, 0.08], [-0.18, 0.35, -0.04], [0.08, 0.00, -0.12], [-0.01, -0.41, 0.06], [-0.39, -0.03, 0.00], [0.05, 0.14, -0.02], [0.02, -0.03, 0.18], [0.23, -0.46, -0.05], [-0.09, 0.20, -0.07], [-0.05, 0.05, -0.03], [-0.15, 0.03, -0.29], [0.94, 0.54, 0.74], [-0.23, -0.07, -0.20], [-0.27, 0.13, -0.28], [-0.01, -0.39, -0.08], [0.03, -0.26, -0.08], [-0.09, -0.23, -0.03], [-0.04, 0.01, -0.11], [0.01, -0.02, 0.17], [0.04, -0.03, 0.06], [0.01, -0.03, 0.01], [-0.01, 0.02, -0.04], [-0.06, 0.08, 0.02], [0.08, 0.03, 0.05], [0.02, -0.06, 0.07], [0.00, -0.05, 0.01], [-0.08, 0.04, 0.02]], "nbo_charge": [-0.553, 0.672, -0.647, 0.276, -0.181, -0.590, -0.173, -0.417, -0.508, 0.264, 0.408, -0.581, -0.180, -0.126, -0.210, -0.168, 0.104, 0.519, -0.392, -0.359, -0.177, 0.440, 0.423, 0.261, 0.253, 0.216, 0.237, 0.223, 0.238, 0.228, 0.250, 0.253], "smiles": "O=C(NC(=S)N[C@@H]1CCSC1=O)c1cccc([N+](=O)[O-])c1", "homo_ev": -8.9, "total_energy_ev": -46951.7229}

---

# 2
{"formula": "C12H12", "method": "ωB97M-V/def2-TZVPD", "species": ["C", "C", "C", "C", "C", "C", "H", "H", "H", "H", "H", "H", "C", "C", "C", "C", "C", "C", "H", "H", "H", "H", "H", "H"], "coordinates": [[-3.033131, -0.763376, 0.382399], [-1.998609, -1.322863, -0.451041], [-1.050085, -0.366307, -0.749003], [-1.252297, 0.966843, -0.545574], [-2.304313, 1.482530, 0.293313], [-3.156514, 0.604618, 0.716217], [-3.927084, -1.200729, 0.917510], [-1.863704, -2.436028, -0.564964], [-0.140061, -0.707035, -1.176436], [-0.612583, 1.738937, -1.050548], [-2.456587, 2.616914, 0.594506], [-3.865767, 0.899730, 1.546994], [1.469653, -0.396012, -1.113010], [1.499224, -1.331876, -0.128564], [2.133024, -1.032520, 1.067844], [2.755819, 0.200434, 1.248515], [2.846244, 1.090916, 0.182624], [2.150648, 0.806589, -0.991995], [1.026979, -0.587388, -2.110380], [0.954801, -2.286558, -0.233522], [2.015518, -1.724612, 1.904009], [3.201146, 0.422411, 2.202076], [3.303057, 2.103508, 0.299944], [2.006310, 1.526992, -1.799545]], "atomic_forces_ev_per_a": [[-1.54, -0.73, 0.34], [-2.29, 0.31, 3.23], [-0.97, -0.64, -1.08], [-0.19, 3.18, 0.39], [3.40, 4.27, -2.32], [-2.67, -2.97, 2.92], [1.42, -1.02, -1.15], [-0.24, 1.49, -0.08], [-1.76, 0.22, -0.45], [-0.17, -1.05, 0.78], [0.77, -2.44, -0.96], [0.43, -0.55, -1.35], [2.55, 0.72, -2.48], [0.34, -1.46, 1.14], [-0.55, -0.03, 0.35], [0.39, -0.32, -0.46], [-0.50, 1.25, 0.16], [-0.23, 0.05, 0.08], [0.69, 0.01, 0.68], [0.40, 0.57, 0.05], [0.30, 0.17, -0.22], [0.14, 0.15, 0.16], [-0.25, -1.10, -0.01], [0.54, -0.09, 0.26]], "nbo_charge": [-0.201, -0.224, -0.221, -0.211, -0.199, -0.249, 0.215, 0.224, 0.218, 0.211, 0.218, 0.208, -0.229, -0.218, -0.201, -0.220, -0.203, -0.221, 0.221, 0.216, 0.215, 0.215, 0.217, 0.215], "smiles": "c1ccccc1.c1ccccc1", "e_above_lowest_kj_mol": 309.0, "homo_ev": -8.8, "total_energy_ev": -12635.7256}